19
Properties=species:S:1:pos:R:3 method="wB97M-V/def2-TZVPD" multiplicity=1 e_tot_ev=-20746.0313 relative_energy_kj_mol=122.7 lumo_ev=0.495 e_homo_ev=-9.40 smiles="CN[C@H](C=O)CS.O"
C -0.7717 -0.4223 -1.9410
N -0.7166 0.1014 -0.5769
C 0.2233 -0.6260 0.2924
C -0.4695 -1.7584 1.0160
O -1.6315 -2.0154 0.8284
C 0.9129 0.3887 1.2201
S 2.0364 -0.2729 2.4653
H -0.8037 -1.4922 -1.9376
H -1.6667 -0.0946 -2.4550
H 0.0699 -0.0677 -2.4876
H -1.6088 0.0407 -0.1120
H 1.0013 -0.9744 -0.3944
H 0.0990 -2.3334 1.7570
H 1.5436 1.0237 0.5992
H 0.1565 1.0681 1.6178
H 1.1251 -0.5814 3.3902
O 0.0163 2.9856 -0.9046
H 0.5733 2.9890 -1.6949
H -0.0890 2.0416 -0.6823

---

29
Properties=species:S:1:pos:R:3 method="wB97M-V/def2-TZVPD" multiplicity=2 e_tot_ev=-133415.5854 total_charge=-1 relative_energy_kj_mol=0.0 s_squared=0.758 lumo_ev="1.660 / 0.649" e_homo_ev="-5.94 / -5.80"
Ir 1.0598 0.9256 0.1378
N 3.3442 -1.6257 0.1160
C 3.3607 -0.7598 1.1784
N 4.1852 -0.8181 2.2005
N 3.8420 0.2445 2.9679
N 2.8606 0.8881 2.4564
N 2.5238 0.2676 1.3016
C 2.3746 -1.6017 -0.8512
N 2.2727 -2.4674 -1.8354
N 1.1917 -2.0573 -2.5402
N 0.6910 -0.9908 -2.0447
N 1.4099 -0.6826 -0.9383
H 3.9798 -2.4034 0.1208
F -3.2508 1.0410 -2.0620
C -3.1533 2.2067 -1.4390
F -4.3485 2.5440 -0.9588
F -2.7587 3.1351 -2.3069
S -1.9375 2.1328 -0.0562
O -0.7042 1.7735 -0.7703
O -1.9742 3.4214 0.5469
N -2.5325 1.0136 0.8538
S -1.8752 -0.3316 1.3479
O -2.4714 -0.7502 2.5693
O -0.4199 -0.3595 1.2752
C -2.4229 -1.5786 0.1044
F -2.0439 -1.2267 -1.1126
F -3.7518 -1.6807 0.1352
F -1.8902 -2.7575 0.4114
Se 2.4389 2.4980 -0.8080

---

16
Properties=species:S:1:pos:R:3 method="wB97M-V/def2-TZVPD" multiplicity=1 e_tot_ev=-7287.6541 relative_energy_kj_mol=286.1 lumo_ev=0.854 e_homo_ev=-8.96 smiles="[H]/N=C/N.C=CC"
H -2.8647 0.4028 1.4736
N -2.5611 1.3252 1.7714
C -1.6596 1.0737 2.7094
N -1.4619 1.9500 3.7206
H -1.0530 0.1775 2.6194
H -2.3713 2.3128 4.2508
H -0.7320 1.6794 4.4588
C 1.2652 -0.2697 -2.8467
C 1.4867 -1.5797 -2.5194
C 2.7367 -2.2965 -3.0288
H 0.1199 0.0489 -2.8075
H 2.1336 0.3302 -2.9540
H 0.7044 -2.0279 -1.8675
H 2.4393 -3.1104 -3.6411
H 3.4141 -2.7387 -2.2990
H 3.3973 -1.5680 -3.5644

---

15
Properties=species:S:1:pos:R:3 method="wB97M-V/def2-TZVPD" multiplicity=1 e_tot_ev=-9407.1886 relative_energy_kj_mol=255.1 lumo_ev=0.673 e_homo_ev=-9.33 smiles="CCO[C@H]1CC1=O"
C -1.8179 -0.2266 -0.3914
C -0.9775 1.0228 -0.1713
O -0.1208 0.9050 0.9638
C 1.1566 0.4246 0.7355
C 1.4979 -1.0975 0.5852
C 1.6157 -0.1542 -0.5412
O 1.7550 -0.0162 -1.7265
H -1.1928 -1.1055 -0.5814
H -2.4399 -0.4301 0.4857
H -2.4718 -0.0955 -1.2601
H -1.6246 1.8785 0.0419
H -0.3890 1.2585 -1.0657
H 1.8984 0.9632 1.3267
H 2.3723 -1.4599 1.1216
H 0.6728 -1.8062 0.5250

---

59
Properties=species:S:1:pos:R:3 method="wB97M-V/def2-TZVPD" multiplicity=1 e_tot_ev=-166758.7041 total_charge=-2 relative_energy_kj_mol=16.5 lumo_ev=3.917 e_homo_ev=-0.96
Pd -0.5382 -0.8396 0.2005
O 5.1833 -0.6756 4.1805
C 4.1854 -0.6797 3.4822
S 2.5562 -0.4190 4.0789
C 1.6887 -0.5944 2.5507
C 2.4524 -0.8452 1.4655
S 1.9614 -1.0675 -0.1969
S 4.1921 -0.9452 1.7459
S -0.0351 -0.3975 2.6537
O -3.1713 -0.8112 0.4389
C -2.7861 -0.0201 -0.4363
O -2.2545 -0.2732 -1.5628
C -2.9613 1.4801 -0.2400
C -4.2041 2.0837 -0.1068
C -4.3115 3.4675 -0.1631
C -3.1772 4.2531 -0.3402
C -1.9272 3.6534 -0.4280
C -1.8125 2.2697 -0.3621
P -0.1999 1.3808 -0.3707
C 0.7748 2.3475 0.8397
C 0.1663 3.0208 1.8959
C 0.9337 3.6197 2.8841
C 2.3181 3.5309 2.8431
C 2.9344 2.8460 1.8058
C 2.1675 2.2559 0.8102
C 0.4843 1.8886 -1.9835
C 1.2386 3.0407 -2.1805
C 1.6769 3.3766 -3.4564
C 1.3616 2.5663 -4.5388
C 0.6090 1.4145 -4.3443
C 0.1737 1.0721 -3.0726
H -5.0814 1.4604 0.0218
H -5.2844 3.9397 -0.0801
H -3.2674 5.3323 -0.3991
H -1.0379 4.2653 -0.5392
H -0.9131 3.0576 1.9568
H 0.4472 4.1268 3.7092
H 2.9158 3.9685 3.6347
H 4.0129 2.7414 1.7868
H 2.6454 1.6885 0.0200
H 1.4891 3.6757 -1.3403
H 2.2678 4.2733 -3.6046
H 1.7043 2.8309 -5.5326
H 0.3658 0.7784 -5.1873
H -0.4172 0.1785 -2.8984
Br 0.7942 -8.5881 -1.8768
C -0.1010 -7.3683 -0.7025
C -0.8104 -7.8896 0.3653
C -1.4568 -7.0025 1.2196
C -1.3760 -5.6330 1.0027
C -0.6650 -5.1330 -0.0827
C -0.0224 -6.0093 -0.9477
C -0.5773 -3.6279 -0.3289
O -0.7946 -2.9307 0.7167
O -0.3094 -3.2528 -1.4670
H -0.8560 -8.9584 0.5261
H -2.0195 -7.3908 2.0610
H -1.8510 -4.9236 1.6675
H 0.5190 -5.6089 -1.7938

---

15
Properties=species:S:1:pos:R:3 method="wB97M-V/def2-TZVPD" multiplicity=1 e_tot_ev=-8290.4620 relative_energy_kj_mol=437.5 lumo_ev=0.672 e_homo_ev=-8.15
C 1.4479 -1.3619 -0.1927
C 0.2657 -0.5671 -0.6921
C -1.1269 -0.9877 -0.4203
C -0.3802 0.0695 1.6469
N -0.3803 -0.1130 2.7936
N -0.4665 0.3083 0.3064
C -0.7626 1.7086 -0.0512
H 1.1833 -1.9291 0.7035
H 1.7184 -2.0815 -0.9740
H 2.3245 -0.7338 0.0061
H 0.5243 0.0639 -1.5535
H -1.8143 -0.5176 -1.1401
H -0.8763 1.7677 -1.1347
H 0.0426 2.3755 0.2743
H -1.6997 1.9982 0.4279